Formula: C27H34NO7Tc
Source: the OMol25 dataset
Level of theory: ωB97M-V/def2-TZVPD

Last column: Mulliken spin population.
CARTESIAN COORDINATES (ANGSTROEM)
Tc: -0.3982 -0.9262 3.4705  2.31
O: -1.7436 -1.4734 -4.2142  0.00
O: -1.2308 -0.2993 -6.0736  0.00
O: -0.7265 2.7408 -5.4720  0.00
O: 1.4763 -1.7465 5.9944  0.02
O: 2.2998 -0.1205 1.9271  -0.03
O: 1.2376 1.6793 -0.3306  0.00
O: -2.7078 2.6071 -4.5425  0.00
N: 1.5559 -0.9062 3.8921  0.00
C: -0.6268 -3.0548 4.4561  0.06
C: -2.2676 0.4145 4.0776  0.05
C: 3.6019 -1.2275 5.0534  -0.01
C: -1.7999 -1.3354 -6.8928  0.00
C: -0.5297 1.8491 -1.8808  0.00
C: 2.5232 -0.5279 3.0534  0.03
C: -1.6481 -0.0166 5.2695  0.19
C: -1.4038 -0.4404 -4.7427  0.00
C: -3.8938 2.1075 -5.1687  0.00
C: 3.8966 -0.6895 3.6413  0.01
C: -1.8788 -2.6946 3.9091  0.14
C: 1.9047 -0.3419 -1.4809  0.00
C: -0.3468 0.5239 5.3126  -0.08
C: -1.4670 2.1065 -4.7626  0.00
C: 2.1171 -1.3227 5.0488  0.03
C: 0.5201 0.8401 -3.8652  0.00
C: 0.2768 -3.2099 3.3858  -0.01
C: -0.1745 1.3097 4.1508  0.01
C: 3.1758 1.7925 -1.7011  0.00
C: -0.1758 1.5616 -0.4223  0.01
C: -1.4970 0.8888 -2.5616  0.00
C: -1.3571 1.2353 3.3862  0.16
C: -1.0217 0.8385 -4.0251  0.00
C: 0.8109 1.6982 -2.6333  0.00
C: -0.4056 -2.9283 2.1893  0.24
C: -1.7391 -2.5924 2.5067  -0.08
C: 1.7997 1.1762 -1.5640  0.00
H: 0.0378 -2.8963 1.2099  0.04
H: 1.1513 2.6773 -2.9560  0.00
H: 0.7250 1.8234 3.8659  -0.01
H: 4.4715 -1.4348 3.0510  0.00
H: -0.6064 2.2715 0.2805  -0.01
H: 0.9324 -0.8294 -1.4455  0.00
H: 0.8369 -0.1889 -3.7128  0.00
H: -1.4033 -0.1160 -2.1527  0.00
H: -0.5072 0.5572 -0.1300  0.03
H: 4.0483 -2.2334 5.2146  0.00
H: 1.0015 1.2093 -4.7639  0.00
H: 3.9218 -0.5202 5.8490  0.00
H: -3.2532 0.1401 3.7407  0.00
H: 2.4509 -0.7528 -2.3285  0.00
H: -1.3944 -2.3049 -6.6153  0.00
H: 1.3273 -3.4290 3.4701  0.00
H: -2.0799 -0.6711 6.0066  -0.03
H: 0.3800 0.3733 6.0931  -0.01
H: -2.5369 1.1854 -2.4518  0.00
H: 3.5835 1.5946 -2.6916  0.00
H: 4.4340 0.2796 3.6896  0.00
H: -2.8813 -1.3597 -6.7830  0.00
H: -0.4051 -3.1925 5.5011  -0.02
H: -0.8902 2.8705 -1.9848  0.00
H: -4.5697 1.6163 -4.4756  0.00
H: 3.1232 2.8697 -1.5587  0.00
H: -1.5176 1.6943 2.4251  0.03
H: 2.4458 -0.6070 -0.5753  0.00
H: -2.5142 -2.3297 1.8069  -0.01
H: 3.8618 1.3826 -0.9620  0.00
H: -3.6338 1.4235 -5.9738  0.00
H: -2.7811 -2.5108 4.4646  -0.04
H: -1.5257 -1.0850 -7.9108  0.00
H: -4.3893 2.9772 -5.5874  0.00

Output
Frontier orbital gap (spin up / spin down)   0.11243 / 0.18421 Eh
LUMO (spin up / spin down)   2.1 / 2.1 eV
Total charge   -1
Multiplicity   4

Formula: C27H35AlNO2P2
Source: the OMol25 dataset
Level of theory: ωB97M-V/def2-TZVPD

Last column: Löwdin charge in e.
CARTESIAN COORDINATES (ANGSTROEM)
P: 2.4942 -0.1613 0.1473  0.90
P: 0.3302 0.3832 2.6177  0.89
Al: -0.1299 -0.0435 0.2444  0.17
O: 0.5340 -2.3933 1.7908  -0.02
O: -0.2177 -1.7698 -0.1741  -0.06
N: -2.1479 0.0385 0.3793  0.06
C: -0.2439 -8.1973 -1.1299  -0.04
C: -2.9619 -0.9927 0.6458  -0.06
C: 3.3698 -1.7342 0.4133  -0.22
C: 0.1674 -2.7024 0.6647  -0.52
C: -0.3025 1.8504 -0.3306  -0.16
C: 0.1455 -5.7527 -1.5722  -0.01
C: 0.3291 4.1708 -0.7194  -0.06
C: -4.0203 1.4789 0.1939  0.02
C: 0.5752 -3.4257 -2.2744  -0.03
C: -0.1186 -6.7724 -0.6650  -0.25
C: 2.1439 0.2904 2.8662  -0.36
C: 3.5019 0.5677 -1.1953  -0.23
C: -1.9641 3.6432 -0.2692  -0.02
C: -0.1182 2.0832 3.0817  -0.22
C: -0.1593 -5.1203 1.1176  -0.18
C: 0.2412 -4.4241 -1.1872  -0.18
C: -2.6492 1.2656 0.1484  -0.18
C: -4.3282 -0.8431 0.7104  -0.03
C: -0.3451 -4.8740 2.5972  -0.03
C: -0.2662 -6.4331 0.6700  0.00
C: 0.0833 -4.1050 0.1770  -0.05
C: 0.6558 2.8241 -0.6060  -0.11
C: -4.8609 0.4189 0.4759  -0.02
C: -1.6259 2.2974 -0.1715  -0.19
C: -0.3521 -0.6428 3.9477  -0.21
C: -0.9844 4.5826 -0.5447  -0.06
C: 2.9387 0.7945 1.6524  -0.37
H: -4.4263 2.4577 -0.0137  0.11
H: 0.3518 2.8001 2.4079  0.05
H: 4.4290 0.9784 -0.7929  0.06
H: -1.4410 -0.6381 3.9016  0.06
H: 1.3706 -2.7412 -1.9786  0.06
H: -0.6514 -5.8000 3.0806  0.08
H: 2.3784 -0.7568 3.0730  0.08
H: 2.7297 1.8509 1.4653  0.08
H: -1.1034 -4.1123 2.7964  0.08
H: 2.9986 -2.2395 1.3034  0.04
H: -0.0365 -0.2432 4.9123  0.06
H: -1.2454 5.6293 -0.6247  0.11
H: -2.4837 -1.9523 0.7870  0.12
H: 3.2023 -2.3927 -0.4396  0.05
H: -1.1985 2.2114 3.0006  0.06
H: -0.2868 -2.8153 -2.5428  0.09
H: 1.0989 4.8983 -0.9432  0.11
H: 0.2956 -6.0024 -2.6169  0.12
H: -2.9844 3.9754 -0.1256  0.11
H: 4.0121 0.7015 1.8308  0.09
H: 0.0009 -1.6691 3.8295  0.04
H: -0.4650 -7.2141 1.3951  0.12
H: 2.9743 1.3392 -1.7480  0.03
H: -1.1535 -8.3300 -1.7188  0.09
H: -0.2834 -8.8881 -0.2894  0.08
H: 0.9020 -3.9624 -3.1629  0.08
H: 0.1884 2.2836 4.1088  0.06
H: 0.5971 -8.4768 -1.7653  0.09
H: 0.5741 -4.5249 3.0627  0.08
H: 1.6919 2.5492 -0.7428  0.06
H: 4.4392 -1.5365 0.5045  0.06
H: 2.3935 0.8667 3.7592  0.10
H: -4.9573 -1.6957 0.9189  0.12
H: -5.9320 0.5714 0.4996  0.12
H: 3.7536 -0.2289 -1.8955  0.05

Output
Frontier orbital gap   0.30721 Eh
LUMO   -2.8 eV
Total charge   +1
ΔE to the lowest compared entry with this formula, charge and spin   5.4 kcal per mole

Formula: C27H35AsCrN4O7
Source: the OMol25 dataset
Level of theory: ωB97M-V/def2-TZVPD

Last column: Mulliken spin population.
CARTESIAN COORDINATES (ANGSTROEM)
As: -1.4958 -1.1272 -0.1975  0.04
Cr: 1.4646 1.4309 -0.1615  3.79
O: 2.8984 3.4989 -1.3741  0.01
O: 5.7545 2.7159 2.0643  0.00
O: 0.9639 1.6189 -3.0404  0.10
O: 2.2191 -1.1242 1.0586  -0.07
O: -0.3332 3.3899 -1.4925  0.02
O: 1.1926 0.6885 2.6953  0.01
O: -0.7316 0.2861 -0.6801  -0.01
N: 0.8449 1.5586 1.6958  -0.11
N: 0.1138 2.8752 -0.3202  -0.04
N: 2.2153 -0.4086 -0.0282  -0.19
N: 1.5783 0.9809 -2.1058  0.00
C: 3.1665 2.6440 -0.0866  0.06
C: -0.4555 -3.7787 -0.8574  0.00
C: -6.0389 -0.0757 -1.0287  0.00
C: 0.1698 -4.7069 -1.6980  0.00
C: -3.7556 0.6207 -0.5995  0.01
C: -5.1026 0.9415 -0.8167  0.00
C: -4.2904 -1.7459 -0.7917  0.00
C: 2.2783 -0.1552 -2.3643  -0.03
C: -0.1101 -2.3409 3.5988  0.00
C: 3.2397 -2.2839 -1.2944  -0.01
C: 0.1609 -3.0929 -3.5031  0.00
C: -0.5525 2.7259 3.3470  0.00
C: -2.0453 -0.5849 2.5945  0.00
C: -3.3674 -0.7205 -0.5535  0.01
C: -0.4431 3.2931 0.8203  0.10
C: -0.2627 -2.1892 2.2161  0.00
C: -0.0399 2.5301 1.9729  0.13
C: -1.2455 -1.3287 1.7238  0.01
C: -1.8601 -0.7131 3.9765  0.00
C: -5.6305 -1.4146 -1.0296  0.00
C: -0.7457 -2.4999 -1.3425  0.00
C: -1.4146 4.4187 0.8826  0.00
C: -0.9032 -1.6013 4.4777  0.00
C: 2.5984 -0.9468 -1.2139  0.14
C: 2.6016 -0.5798 -3.7537  0.01
C: 0.4761 -4.3670 -3.0192  0.00
C: -0.4496 -2.1570 -2.6634  0.00
H: -7.0863 0.1792 -1.1984  0.00
H: 0.4113 -5.7035 -1.3190  0.00
H: -0.7667 -1.7028 5.5562  0.00
H: -1.3910 4.9852 -0.0536  0.00
H: -6.3568 -2.2066 -1.2141  0.00
H: 2.4971 2.9313 0.7712  -0.01
H: 3.6246 4.1439 -1.4107  0.01
H: -0.7174 -4.0434 0.1670  0.00
H: 0.3772 -2.8298 -4.5414  0.00
H: -1.3967 2.0527 3.5456  0.01
H: 0.2242 2.5354 4.0967  0.01
H: 0.6433 -3.0321 3.9757  0.00
H: -3.9558 -2.7840 -0.7910  0.00
H: -3.0015 1.3992 -0.4788  0.00
H: 3.6534 -0.8996 -3.8023  0.00
H: 0.9578 -5.0935 -3.6803  0.00
H: -2.4379 4.0602 1.0700  0.01
H: 2.4354 0.2524 -4.4479  0.00
H: 3.4748 1.5901 -0.3218  -0.02
H: 5.8767 1.7512 2.0848  0.00
H: 0.1501 2.8098 -2.1863  0.00
H: -0.9051 3.7571 3.4597  0.00
H: -1.1319 5.0742 1.7161  0.00
H: -2.8056 0.0900 2.1937  0.00
H: -2.4723 -0.1191 4.6577  0.00
H: -0.6891 -1.1568 -3.0280  0.00
H: 4.1307 2.9413 0.3677  0.00
H: 1.9724 -1.4294 -4.0621  0.00
H: 1.6393 -0.0855 2.1791  0.02
H: 0.3744 -2.7417 1.5296  0.00
H: 3.7016 -2.5433 -0.3363  0.00
H: -5.4048 1.9878 -0.8208  0.00
H: 4.0124 -2.2875 -2.0750  0.00
H: 5.1987 2.8975 2.8420  0.00
H: 2.5002 -3.0549 -1.5524  0.01

Output
Frontier orbital gap (spin up / spin down)   0.23239 / 0.22282 Eh
LUMO (spin up / spin down)   0.3 / -0.1 eV
Multiplicity   5

Formula: C27H35BrO7P2
Source: the OMol25 dataset
Level of theory: ωB97M-V/def2-TZVPD

Last column: Löwdin charge in e.
CARTESIAN COORDINATES (ANGSTROEM)
Br: 2.9756 3.3068 3.2288  0.73
P: -1.8835 -1.9522 0.7816  0.96
P: -1.4590 -1.9160 -2.8759  0.88
O: 2.5742 0.3525 4.5115  -0.22
O: 0.9905 4.1659 0.6358  0.04
O: -0.5378 4.2416 -3.6005  0.09
O: -1.5396 0.3330 2.9587  0.04
O: 0.0171 5.5294 -1.7822  0.04
O: 1.5180 -1.3401 -4.8272  -0.23
O: -2.1914 4.8144 -1.2638  0.06
C: -1.2018 5.5511 -1.0415  -0.38
C: -0.7478 -3.3578 1.3104  -0.41
C: -0.0013 0.7685 -3.9761  -0.11
C: 0.9103 2.9602 0.9564  -0.27
C: -0.4372 0.6024 0.6843  -0.03
C: 2.0914 -1.0689 -3.3454  -0.01
C: -1.4031 -4.0404 2.6229  -0.18
C: 0.1528 4.3349 -2.5561  -0.31
C: 0.4325 1.8647 -1.5611  -0.02
C: -0.1515 0.6690 -2.3943  -0.11
C: -0.5477 0.6849 2.2842  -0.26
C: -1.3142 6.5549 0.2168  0.00
C: 0.3042 1.8105 0.0014  0.03
C: 2.9433 -0.7372 3.6390  -0.22
C: -3.2288 -1.6716 -3.4774  -0.32
C: 0.7415 1.3298 3.0166  -0.10
C: 5.1182 -1.0166 2.0748  -0.13
C: -4.6457 -2.3824 1.1948  -0.18
C: -3.5097 -2.5198 0.0197  -0.40
C: 4.5713 -0.7313 3.5565  -0.21
C: 1.1511 3.1292 -2.2351  -0.04
C: 1.4213 2.4230 2.3924  -0.45
C: -1.0992 -3.6631 -2.2807  -0.31
C: -0.8599 -0.5698 -1.7165  -0.29
C: 1.5315 0.1099 -4.4106  -0.17
C: -1.0202 -0.5855 -0.1681  -0.26
C: 1.1744 0.6764 4.4110  -0.17
H: 0.0327 -3.8956 -2.2458  0.06
H: 2.0093 3.4973 -1.5579  0.13
H: -0.3881 6.5062 0.8967  0.09
H: 1.6119 2.7638 -3.2113  0.12
H: 0.0091 1.8301 -4.3896  0.09
H: -4.0006 -2.3658 -2.9892  0.03
H: -3.8962 -1.8935 -0.8479  0.05
H: -2.1428 -4.8513 2.3118  0.07
H: 2.5340 -0.6591 2.5741  0.12
H: -5.3467 -1.4927 0.9806  0.08
H: -0.4496 -4.1018 0.4995  0.06
H: 2.6561 -1.7653 4.0717  0.13
H: -1.9367 -3.2326 3.2544  0.07
H: 0.8800 1.3657 5.2726  0.15
H: -1.5124 -4.3773 -3.0935  0.06
H: -2.2253 6.2540 0.8536  0.10
H: 4.9614 -2.1163 1.8039  0.07
H: -0.7686 0.1688 -4.5687  0.09
H: -4.0976 -2.1172 2.1667  0.04
H: 0.5749 -0.3078 4.5201  0.14
H: 4.8836 0.3324 3.8314  0.10
H: -0.6008 -4.4795 3.3301  0.08
H: 6.2497 -0.8092 2.0572  0.08
H: 5.0277 -1.4471 4.3372  0.11
H: -1.6029 -3.9782 -1.3080  -0.01
H: 1.3325 -1.8255 -2.9607  0.06
H: -1.4454 7.6178 -0.1771  0.09
H: 3.1267 -1.4549 -3.6778  0.11
H: -3.4656 -3.6503 -0.2069  0.08
H: 2.3423 0.8531 -4.8863  0.15
H: -5.1963 -3.3643 1.3704  0.07
H: -3.5344 -0.5600 -3.3853  0.06
H: -3.2686 -1.8929 -4.6115  0.05
H: 4.5692 -0.3375 1.3235  0.08
H: 0.2380 -2.8736 1.6770  0.08

Output
Frontier orbital gap   0.22237 Eh
LUMO   -1.5 eV
SMILES   CCCOCC1=C(Br)C(=O)c2c(CC(=O)OC(C)=O)c(C[C@H]3CO3)c(P(C)C)c(P(CC)CC)c2C1=O